Formula: C5H5Cl2F
Source: OMol25
Level of theory: ωB97M-V/def2-TZVPD

```
! wB97M-V def2-TZVPD RIJCOSX def2/J DEFGRID3
* xyz 0 1
C 0.245 -0.042 2.127
C 0.392 -0.635 0.888
C -0.219 0.037 -0.339
C -1.465 0.140 -0.638
Cl -2.537 -0.358 0.555
C 0.799 0.345 -1.420
F -0.165 0.685 -2.540
Cl 1.677 -1.034 -2.057
H -0.083 1.204 2.220
H 0.564 -0.536 3.122
H 1.073 -1.507 0.743
H -1.847 0.649 -1.494
H 1.567 1.051 -1.168
*
```

Properties
Frontier orbital gap in eV: 10.1
Structure (SMILES): C=C/C(=C\Cl)[C@H](F)Cl
Energy above the lowest of the compared OMol25 structures with the same formula, charge and spin in kJ/mol: 264.2